Record 1
Below is a structure of composition C15H25BIO4P2Tc in a non-equilibrium geometry, with properties calculated with the ωB97M-V functional and the def2-TZVPD basis.

Element x y z (Å)
C 3.91363 -2.17475 -0.09171
C 2.48062 -2.49100 -0.02868
H 4.49825 -3.10589 -0.07636
H 4.20274 -1.54121 0.76072
H 4.12862 -1.62340 -1.01822
O 1.92125 -3.54602 0.03865
I 1.84196 2.46794 -0.11790
Tc 1.38188 -0.20606 -0.06176
P 0.79412 -0.43703 -2.33595
C -0.75437 -1.31352 -2.72933
C 0.59457 1.09124 -3.29542
H 0.44234 0.81956 -4.34802
H 1.74801 -1.39835 -4.33036
H 1.48820 1.71399 -3.19498
H 3.01313 -0.99115 -3.13044
H -1.59951 -0.88108 -2.18190
H -0.26673 1.65756 -2.92806
C 2.01057 -1.41469 -3.26449
H -0.94337 -1.22438 -3.80589
H 2.01373 -2.45162 -2.90726
H -0.66749 -2.37149 -2.46016
P 1.02806 -0.05379 2.26616
C -0.28793 -1.08113 2.98660
C 2.49573 -0.59997 3.17942
H 1.34644 2.29588 2.79958
H 0.40636 1.43058 4.06164
H -0.36776 1.91938 2.52648
C 0.56059 1.55694 2.98198
H 3.37700 -0.04931 2.83039
H 2.34942 -0.42110 4.25225
H -0.40482 -0.81060 4.04279
H -0.02895 -2.14089 2.90184
H 2.66100 -1.67066 3.00796
H -1.22485 -0.89693 2.45151
C 0.10200 -1.68002 0.12767
O -0.67362 -2.54676 0.22502
O -1.04953 1.99585 -0.71724
B -0.54846 0.74015 -0.18108
O -1.73959 0.05114 0.36763
C -2.78738 0.91055 0.23463
C -4.09653 0.73270 0.64816
C -4.94611 1.83397 0.50027
C -4.49969 3.05288 -0.02659
C -3.18321 3.20311 -0.47651
C -2.36230 2.09473 -0.36946
H -4.41965 -0.21647 1.06433
H -5.98766 1.74307 0.80307
H -5.17681 3.90612 -0.09689
H -2.78393 4.12193 -0.88410

LUMO level (alpha / beta) = -11.52 / -13.50 eV
electronic energy = -53675.779 eV
frontier orbital gap (alpha / beta) = 6.7 / 4.9 eV
charge = +3
spin multiplicity = 4
ΔE to the lowest compared entry with this formula, charge and spin = 14.7 kcal/mol

=====

Record 2
Below is a structure of composition C15H25Br2I2N2O5P3S in a non-equilibrium geometry, with properties calculated with the ωB97M-V functional and the def2-TZVPD basis.

Element x y z (Å)
C 3.56223 -1.83825 0.56472
C 4.00428 -0.50866 -0.00207
C 5.36062 -0.21124 0.14047
C 5.90904 0.97128 -0.33949
C 5.08103 1.85474 -1.00395
C 3.73604 1.56876 -1.13843
C 3.14823 0.40415 -0.62622
C 1.64862 0.40872 -0.86860
N 0.58570 -0.30273 -0.02342
P 0.70094 -2.01369 -0.88184
S 0.16900 -3.64913 -0.09608
C 0.61051 -0.13340 1.49101
Br 0.45002 -1.67810 2.67532
Br 2.19076 0.83207 2.22540
O -0.44690 0.68060 1.86391
C -1.06814 1.31235 0.71265
P 0.01098 2.92605 0.54482
O -0.75224 3.86718 -0.54619
I -0.16380 4.03771 2.70690
P -2.77871 1.77223 1.31013
O -2.77925 1.66280 2.77326
O -3.00349 3.27545 0.86619
O -3.99273 0.96984 0.69257
C -0.83084 0.22121 -0.33172
C -1.02386 0.92604 -1.70752
C -1.96427 -0.82848 -0.36983
C -2.44680 -1.51176 0.89456
C -3.87155 -2.10329 0.67927
N -4.25466 -2.03665 -0.72381
H 3.57151 -2.60561 -0.20603
H 4.25189 -2.17112 1.32953
H 2.57402 -1.82891 1.01025
H 5.98541 -0.91575 0.66216
H 6.95460 1.16527 -0.17146
H 5.46873 2.78430 -1.38536
H 3.12087 2.29577 -1.64880
H 1.37544 1.45278 -0.85314
H 1.45478 0.11191 -1.89764
H -0.04087 -1.68629 -2.01970
H 2.01824 -2.04215 -1.33363
H -1.60417 3.50591 -0.81626
H -3.47029 3.68434 1.61097
H -4.37000 0.43198 1.40421
H -0.26787 1.66602 -1.95692
H -1.05715 0.21681 -2.52542
H -1.95438 1.47710 -1.65942
H -2.81241 -0.28356 -0.75181
H -1.83417 -1.58760 -1.13538
H -1.83099 -2.34336 1.20667
H -2.47826 -0.86769 1.77160
H -4.60027 -1.65078 1.36312
H -3.84946 -3.15390 0.95177
H -4.86692 -2.84210 -1.01057
H -4.77308 -1.17429 -0.85971
I -4.75594 -4.51485 -2.56103

LUMO level = -1.24 eV
electronic energy = -224164.427 eV
frontier orbital gap = 4.4 eV
spin multiplicity = 1

=====

Record 3
Below is a structure of composition C15H25BrN3OSTc in a non-equilibrium geometry, with properties calculated with the ωB97M-V functional and the def2-TZVPD basis.

Element x y z (Å)
Tc -1.21619 -1.05712 3.43165
N -1.57577 -3.22117 3.58099
N -0.40826 -3.99669 3.78565
C 0.73779 -3.43521 4.19688
N 1.80980 -4.15368 4.43378
S 0.80947 -1.71241 4.38598
H -2.23205 -3.36928 4.36587
H -2.06444 -3.58671 2.75336
H -0.50233 -5.01019 3.74225
H 1.83121 -5.16705 4.38166
H 2.66750 -3.70004 4.72680
C 1.97646 3.22282 -2.24563
C 0.63753 3.49011 -1.57236
C -0.44634 3.73703 -2.68207
C 0.68395 4.82555 -0.82359
C 0.17525 2.31321 -0.74721
C -0.17076 2.44322 0.60734
C -0.57235 1.33496 1.30438
Br -1.00031 1.40783 3.20420
C -0.70274 0.03669 0.74705
O -1.11604 -0.93570 1.50780
C -0.36240 -0.09706 -0.63204
C 0.05830 1.03887 -1.31172
C -0.46048 -1.42556 -1.36991
C -1.51521 -1.29342 -2.48328
C 0.91906 -1.73612 -1.99176
C -0.83908 -2.60630 -0.48108
H 2.28356 4.09718 -2.81498
H 1.96133 2.36419 -2.91712
H 2.74658 3.00762 -1.50175
H -0.19285 4.61992 -3.26219
H -1.41780 3.88843 -2.22236
H -0.47260 2.87595 -3.34697
H 0.98171 5.63070 -1.49584
H 1.45388 4.78494 -0.04790
H -0.27246 5.09617 -0.38474
H -0.11649 3.39775 1.10595
H 0.29734 0.92247 -2.35858
H -1.25644 -0.52095 -3.20256
H -2.49560 -1.06058 -2.07175
H -1.58910 -2.24058 -3.01389
H 1.21529 -0.98428 -2.71736
H 0.86814 -2.69324 -2.50545
H 1.68689 -1.79669 -1.22394
H -1.83669 -2.47139 -0.06488
H -0.10312 -2.74763 0.31015
H -0.86312 -3.51658 -1.07880

LUMO level (alpha / beta) = -12.26 / -13.06 eV
electronic energy = -105524.599 eV
frontier orbital gap (alpha / beta) = 6.3 / 5.6 eV
charge = +3
spin multiplicity = 4
ΔE to the lowest compared entry with this formula, charge and spin = 11.9 kcal/mol